The following is a DFT calculation (the ωB97M-V functional and the def2-TZVPD basis) of a molecular structure, C48H49CaN4O4P2S.

XYZ file:
```
109
Properties=species:S:1:pos:R:3:lowdin_charge:R:1
Ca -6.75 -19.92 3.66 1.30
C -9.20 -21.91 4.96 -0.06
N -8.44 -20.77 5.57 -0.23
C -9.45 -19.81 6.08 -0.10
C -7.59 -21.23 6.64 -0.23
C -8.03 -21.34 7.96 -0.05
C -7.27 -22.10 8.86 -0.15
C -6.05 -22.72 8.58 -0.12
C -5.54 -22.51 7.31 -0.05
C -6.21 -21.57 6.47 -0.25
N -5.58 -20.82 5.54 -0.06
C -4.28 -20.58 5.52 -0.28
C -3.56 -20.17 6.72 -0.03
C -2.18 -20.32 6.76 -0.14
C -1.54 -20.65 5.60 -0.15
C -2.20 -20.87 4.37 -0.04
C -3.59 -20.72 4.26 -0.23
N -4.30 -20.90 3.04 -0.26
C -4.40 -22.37 2.78 -0.07
C -3.68 -20.26 1.92 -0.11
H -10.02 -22.17 5.63 0.07
H -8.53 -22.79 4.80 0.10
H -9.54 -21.62 3.93 0.09
H -10.35 -20.34 6.42 0.08
H -9.78 -19.13 5.27 0.08
H -9.04 -19.22 6.88 0.06
H -8.96 -20.83 8.29 0.11
H -7.68 -22.22 9.91 0.09
H -5.56 -23.33 9.33 0.09
H -4.53 -22.77 6.96 0.11
H -4.18 -19.90 7.56 0.10
H -1.64 -20.20 7.69 0.09
H -0.44 -20.73 5.54 0.09
H -1.60 -21.03 3.46 0.10
H -3.42 -22.77 2.51 0.08
H -5.07 -22.53 1.91 0.08
H -4.80 -22.89 3.65 0.10
H -2.72 -20.75 1.64 0.08
H -3.50 -19.20 2.13 0.09
H -4.39 -20.28 1.10 0.06
O -6.54 -20.09 0.62 -0.36
S -7.69 -20.64 1.31 0.28
O -8.69 -21.35 0.55 -0.34
O -8.28 -19.49 2.15 -0.67
O -7.18 -21.66 2.42 -0.57
C -6.98 -15.43 2.55 -0.34
N -7.23 -14.83 3.84 -0.18
C -7.34 -15.68 5.02 -0.28
P -5.74 -16.73 5.59 1.09
C -4.32 -15.59 5.35 -0.40
C -3.15 -16.07 4.75 -0.09
C -2.02 -15.24 4.72 -0.09
C -1.96 -14.08 5.48 -0.08
C -3.16 -13.63 6.10 -0.08
C -4.32 -14.34 6.00 -0.11
C -5.98 -16.68 7.41 -0.39
C -7.26 -16.77 7.95 -0.11
C -7.39 -17.05 9.30 -0.08
C -6.25 -17.18 10.13 -0.10
C -4.97 -17.11 9.60 -0.09
C -4.83 -16.85 8.22 -0.09
C -7.20 -13.44 4.00 -0.24
C -6.31 -12.67 3.22 -0.04
C -6.34 -11.29 3.36 -0.10
C -7.34 -10.65 4.10 -0.11
C -8.27 -11.40 4.86 -0.09
C -8.19 -12.80 4.83 -0.02
P -8.02 -16.87 1.87 1.11
C -9.75 -16.32 2.04 -0.40
C -10.70 -17.26 2.42 -0.07
C -11.95 -16.76 2.81 -0.08
C -12.34 -15.44 2.58 -0.09
C -11.42 -14.61 1.94 -0.08
C -10.10 -15.04 1.67 -0.10
C -7.61 -16.77 0.10 -0.36
C -8.59 -16.79 -0.89 -0.08
C -8.19 -17.01 -2.22 -0.08
C -6.85 -17.19 -2.55 -0.09
C -5.86 -16.96 -1.58 -0.08
C -6.25 -16.71 -0.28 -0.10
H -5.94 -15.84 2.53 0.07
H -7.02 -14.63 1.80 0.08
H -8.17 -16.38 5.02 0.06
H -7.48 -15.02 5.89 0.06
H -3.19 -17.01 4.21 0.09
H -1.15 -15.54 4.09 0.11
H -1.07 -13.51 5.47 0.08
H -3.12 -12.68 6.61 0.10
H -5.22 -14.00 6.50 0.11
H -8.14 -16.63 7.33 0.09
H -8.36 -17.12 9.75 0.09
H -6.39 -17.40 11.17 0.09
H -4.08 -17.21 10.27 0.12
H -3.84 -16.74 7.75 0.11
H -5.49 -13.17 2.63 0.13
H -5.53 -10.74 2.96 0.08
H -7.39 -9.57 4.11 0.09
H -9.07 -10.91 5.42 0.10
H -8.83 -13.44 5.43 0.10
H -10.45 -18.32 2.40 0.10
H -12.62 -17.51 3.19 0.10
H -13.29 -15.09 2.86 0.08
H -11.68 -13.61 1.58 0.10
H -9.41 -14.37 1.19 0.11
H -9.64 -16.68 -0.63 0.10
H -8.95 -17.01 -2.98 0.09
H -6.60 -17.51 -3.53 0.08
H -4.81 -17.04 -1.87 0.10
H -5.49 -16.56 0.50 0.10
```

Total charge = -1
HOMO-LUMO gap = 5.9 eV
Highest occupied orbital energy = -3.6 eV
E = -112575.16437 eV